A structure of composition C52H129InN9O18. Source: the Open Molecules 2025 dataset; level of theory: wB97M-V/def2-TZVPD.

Values from the calculation:
Largest force on an atom ... 2.1 eV/A
Charge ... +1
LUMO ... -0.27171 Ha
E_HOMO ... -10.35 eV
M ... 1283.47 g mol⁻¹
Multiplicity ... 1
Relative energy (zero: lowest compared OMol25 entry of this formula, charge and spin) ... 35.85 kJ/mol

Structure (XYZ):
```
209
Properties=species:S:1:pos:R:3:forces:R:3:lowdin_charge:R:1
In -2.448 -3.787 -2.295 0.843 0.666 0.240 1.17
C -0.156 -1.005 1.212 -0.480 0.022 -1.639 0.17
C 0.504 0.268 1.198 -0.133 -0.503 1.338 -0.34
C 0.538 1.064 -0.062 0.230 1.219 -1.627 -0.33
O 1.015 2.187 -0.169 0.181 -0.023 1.175 0.08
C -0.019 0.510 -1.245 -0.749 -1.937 -0.294 0.17
C -0.681 -0.761 -1.268 0.142 0.868 1.002 -0.33
C -0.751 -1.554 0.028 0.778 0.061 0.947 -0.31
O -1.315 -2.635 0.024 -0.646 -0.684 -0.174 0.00
O -1.169 -1.248 -2.256 -0.649 -0.542 -1.092 0.02
O 1.030 0.646 2.227 0.344 0.678 0.084 0.10
H -0.263 -1.507 2.165 0.022 -0.035 0.046 0.12
H 0.128 0.927 -2.236 0.264 0.541 0.291 0.12
C -2.911 7.399 2.454 0.833 0.017 -0.276 -0.06
C -3.605 6.056 2.267 -0.252 0.490 0.086 -0.43
C -2.815 4.943 2.918 -0.165 -0.298 0.554 -0.22
O -1.596 4.848 2.222 0.121 -0.204 -0.276 -0.20
C -0.817 3.751 2.598 0.822 -0.046 0.441 -0.11
N -4.995 6.058 2.740 -0.188 0.379 -0.154 0.04
H -3.375 8.249 1.952 -0.371 -0.217 -0.038 0.08
H -1.910 7.316 2.018 0.006 0.115 0.138 0.06
H -2.787 7.659 3.508 -0.112 -0.101 0.032 0.08
H -3.588 5.814 1.200 -0.270 0.025 -0.003 0.14
H -3.371 3.995 2.891 -0.058 0.032 -0.356 0.12
H -2.643 5.113 3.995 0.108 0.281 -0.106 0.14
H 0.135 3.787 2.066 -0.090 0.144 -0.149 0.07
H -1.255 2.770 2.378 -0.403 0.070 -0.002 0.07
H -0.562 3.794 3.668 -0.182 -0.116 -0.033 0.10
H -5.524 6.649 2.102 -0.055 -0.312 -0.095 0.07
H -5.061 6.600 3.601 0.215 -0.317 0.134 0.07
C 0.447 7.355 4.244 -0.907 -0.047 -0.533 -0.06
C 1.573 6.650 3.509 0.228 0.432 0.350 -0.44
C 1.589 7.054 2.028 -0.374 -0.226 0.708 -0.21
O 2.697 6.567 1.323 0.519 0.099 -0.170 -0.17
C 2.738 5.163 1.204 -0.379 -0.017 -0.171 -0.10
N 2.845 6.960 4.197 0.332 -0.395 -0.999 0.05
H 0.592 8.426 4.395 0.443 -0.070 0.053 0.08
H 0.217 6.886 5.198 0.214 0.041 0.104 0.08
H -0.462 7.295 3.636 0.002 -0.141 0.099 0.04
H 1.380 5.574 3.555 0.210 0.004 0.233 0.12
H 1.628 8.146 2.018 0.016 0.003 -0.423 0.13
H 0.663 6.685 1.563 -0.075 0.230 -0.050 0.11
H 1.801 4.787 0.769 -0.003 -0.021 0.052 0.06
H 2.900 4.655 2.161 0.104 0.012 -0.058 0.09
H 3.536 4.912 0.508 0.124 0.026 0.125 0.07
H 3.122 7.900 3.901 -0.278 0.053 0.351 0.08
H 3.565 6.414 3.715 -0.082 -0.079 0.373 0.06
C 4.416 -2.688 4.035 0.095 -1.086 0.301 -0.04
C 3.072 -2.053 3.736 1.149 0.610 -0.120 -0.46
C 1.918 -2.882 4.240 -0.944 0.008 -0.433 -0.20
O 1.865 -4.195 3.710 0.383 0.198 0.220 -0.16
C 1.817 -4.272 2.313 -0.985 -0.348 0.073 -0.11
N 3.054 -0.696 4.322 -0.884 -0.491 -0.141 0.07
H 4.442 -3.079 5.057 -0.014 0.409 0.125 0.09
H 5.264 -2.021 3.896 -0.091 0.121 -0.070 0.08
H 4.584 -3.595 3.445 -0.043 0.230 -0.264 0.08
H 2.984 -1.944 2.641 -0.218 -0.314 0.128 0.10
H 0.996 -2.334 3.948 -0.031 -0.158 0.142 0.11
H 1.875 -3.028 5.319 0.354 0.253 0.043 0.13
H 1.727 -5.330 2.081 0.399 -0.005 -0.058 0.08
H 2.661 -3.805 1.808 0.136 -0.112 -0.051 0.08
H 0.871 -3.844 1.938 0.117 0.329 -0.075 0.09
H 2.169 -0.279 4.027 0.157 0.234 0.178 0.04
H 3.759 -0.140 3.850 0.129 0.050 0.222 0.07
C -6.335 -2.623 1.410 0.183 0.011 0.856 -0.05
C -5.327 -2.175 0.364 0.379 -0.912 -0.548 -0.39
C -4.571 -0.919 0.754 -1.223 -0.022 0.264 -0.22
O -3.964 -0.381 -0.387 0.143 0.464 -0.027 -0.16
C -3.441 0.911 -0.150 0.925 -0.108 0.224 -0.08
N -4.354 -3.274 0.102 0.032 0.152 0.488 0.04
H -7.073 -1.872 1.698 -0.096 0.020 -0.433 0.09
H -5.828 -2.859 2.356 0.169 -0.013 -0.153 0.07
H -6.827 -3.547 1.108 -0.169 0.136 -0.134 0.08
H -5.825 -1.997 -0.592 -0.110 0.300 0.105 0.15
H -3.889 -1.079 1.603 0.302 -0.225 -0.265 0.12
H -5.345 -0.246 1.158 0.194 0.282 -0.189 0.14
H -2.528 0.822 0.468 -0.224 0.137 0.107 0.07
H -4.122 1.593 0.367 -0.223 -0.158 -0.110 0.10
H -3.116 1.358 -1.091 -0.289 -0.129 -0.137 0.09
H -4.837 -4.159 -0.043 -0.147 0.174 -0.182 0.08
H -3.889 -3.408 1.006 0.233 -0.084 -0.414 0.04
C -2.518 -1.663 -7.134 -0.416 0.504 0.176 -0.05
C -2.582 -2.701 -6.010 0.023 1.351 0.083 -0.40
C -1.342 -3.546 -6.007 -0.555 -0.915 -0.368 -0.19
O -1.478 -4.539 -4.999 -0.153 0.157 0.421 -0.28
C -0.642 -5.631 -5.214 0.970 -0.770 -0.695 -0.13
N -2.721 -2.026 -4.701 -0.541 -0.168 -0.103 0.05
H -3.335 -0.944 -7.009 -0.206 -0.308 -0.089 0.08
H -2.635 -2.128 -8.113 0.268 0.110 -0.068 0.09
H -1.643 -1.008 -7.072 0.319 -0.457 -0.124 0.06
H -3.498 -3.270 -6.172 0.252 -0.464 0.124 0.15
H -0.442 -2.931 -5.892 0.027 -0.059 0.200 0.13
H -1.290 -4.088 -6.961 0.176 0.280 -0.102 0.14
H 0.427 -5.370 -5.156 -0.134 0.147 0.229 0.10
H -0.758 -6.075 -6.215 -0.278 0.261 0.032 0.10
H -0.835 -6.443 -4.518 -0.268 0.278 0.230 0.08
H -2.147 -1.184 -4.681 0.242 -0.148 0.235 0.05
H -3.658 -1.622 -4.694 0.032 -0.128 0.312 0.09
C -1.247 -1.108 7.779 -0.350 -0.557 0.315 -0.06
C -0.351 -1.182 6.562 0.812 0.385 0.429 -0.45
C -0.799 -0.234 5.476 -0.655 0.250 -0.038 -0.18
O -2.089 -0.689 5.055 0.318 -0.086 -0.123 -0.22
C -2.736 0.160 4.150 -0.316 0.206 0.078 -0.11
N 1.024 -0.830 7.001 -0.230 -0.843 -0.585 0.06
H -1.431 -0.104 8.159 0.044 0.166 -0.362 0.09
H -0.783 -1.637 8.616 -0.002 -0.146 -0.111 0.08
H -2.192 -1.605 7.560 -0.097 0.181 0.139 0.08
H -0.389 -2.205 6.158 -0.107 0.032 -0.057 0.12
H -0.107 -0.202 4.621 -0.033 -0.057 0.060 0.10
H -0.903 0.786 5.872 0.209 -0.066 0.015 0.14
H -3.057 1.100 4.617 0.237 0.041 -0.012 0.10
H -3.649 -0.343 3.827 0.062 -0.083 -0.075 0.08
H -2.115 0.388 3.273 0.048 0.021 -0.022 0.07
H 1.670 -0.977 6.220 -0.018 0.450 0.133 0.02
H 1.273 -1.592 7.631 0.153 0.391 0.262 0.08
C 5.059 -0.550 1.210 0.911 -0.536 -0.218 -0.04
C 4.456 0.328 0.145 -0.214 1.246 -0.063 -0.41
C 3.495 -0.417 -0.761 -0.945 -0.775 -0.413 -0.20
O 4.079 -1.380 -1.626 0.220 -0.089 0.132 -0.19
C 4.792 -0.793 -2.687 0.054 0.048 -0.932 -0.09
N 3.797 1.474 0.798 -1.132 -0.433 0.226 0.08
H 5.458 -1.452 0.733 -0.331 -0.193 0.191 0.09
H 4.362 -0.800 2.008 -0.084 -0.060 -0.338 0.03
H 5.939 -0.111 1.685 -0.175 0.393 -0.039 0.09
H 5.248 0.758 -0.471 0.047 -0.133 -0.056 0.12
H 2.845 0.223 -1.383 0.510 0.571 0.053 0.11
H 2.745 -0.982 -0.181 0.356 -0.085 0.308 0.12
H 4.150 -0.170 -3.332 -0.095 0.095 0.471 0.06
H 5.139 -1.565 -3.379 0.085 -0.256 0.442 0.10
H 5.650 -0.198 -2.372 -0.061 0.006 0.084 0.09
H 3.057 1.083 1.392 0.565 0.074 0.464 0.04
H 3.173 1.978 0.166 0.767 0.220 -0.476 0.05
C 1.909 -5.855 -0.588 -0.474 0.435 -0.243 -0.04
C 0.896 -4.959 -1.308 -0.282 -0.591 -0.375 -0.40
C 1.602 -4.097 -2.329 -0.177 0.932 0.250 -0.17
O 0.662 -3.189 -2.905 0.462 -0.214 0.179 -0.23
C 1.303 -2.174 -3.651 -0.524 0.419 -0.651 -0.10
N -0.142 -5.732 -2.033 0.104 -0.704 0.013 0.05
H 1.379 -6.460 0.147 0.173 -0.075 0.056 0.07
H 2.646 -5.221 -0.094 0.104 -0.248 0.045 0.07
H 2.402 -6.508 -1.309 0.095 -0.033 0.060 0.09
H 0.338 -4.344 -0.594 0.275 0.088 0.020 0.11
H 2.077 -4.707 -3.111 -0.038 -0.053 0.024 0.14
H 2.376 -3.485 -1.847 0.143 -0.268 0.030 0.13
H 1.817 -2.569 -4.537 0.014 -0.105 0.115 0.10
H 2.016 -1.544 -3.099 -0.033 -0.396 0.350 0.08
H 0.503 -1.517 -3.999 0.118 -0.070 -0.117 0.07
H -0.497 -6.490 -1.448 -0.178 0.524 0.346 0.07
H 0.326 -6.282 -2.758 -0.037 0.504 -0.183 0.08
C -3.612 -4.546 4.435 -0.347 -0.471 0.080 -0.06
C -2.501 -3.677 3.922 -0.162 0.377 -0.569 -0.24
O -2.575 -3.645 2.462 0.004 -0.134 0.344 -0.14
H -3.723 -4.445 5.515 0.172 -0.017 0.009 0.09
H -3.446 -5.601 4.207 0.116 0.022 0.055 0.07
H -4.585 -4.301 4.005 0.125 0.279 -0.100 0.07
H -1.518 -4.065 4.202 -0.011 0.012 0.127 0.12
H -2.600 -2.645 4.268 0.096 -0.252 0.157 0.09
H -1.992 -2.952 2.140 0.090 -0.023 -0.087 0.05
C -1.273 2.971 -4.926 0.423 -0.135 0.127 -0.07
C -1.597 1.514 -5.197 0.729 -0.161 0.966 -0.29
O -2.214 0.956 -4.026 -1.388 -0.133 -0.357 -0.10
H -0.591 3.405 -5.661 -0.236 0.023 -0.184 0.08
H -0.760 3.055 -3.962 -0.024 0.019 -0.009 0.06
H -2.189 3.555 -4.853 0.013 0.063 -0.115 0.08
H -0.723 0.878 -5.355 0.210 0.415 -0.557 0.08
H -2.257 1.401 -6.056 -0.263 -0.131 0.202 0.11
H -1.579 0.726 -3.348 0.306 0.017 -0.207 0.02
C -1.612 -7.087 1.844 0.269 -0.344 0.068 -0.06
C -2.399 -6.706 0.601 -0.564 0.364 0.179 -0.27
O -2.144 -5.352 0.189 0.258 -0.356 -0.065 -0.22
H -1.567 -6.251 2.543 0.117 0.037 -0.057 0.06
H -0.605 -7.421 1.579 0.088 0.374 0.061 0.07
H -2.031 -7.931 2.397 -0.310 0.043 -0.214 0.08
H -3.481 -6.796 0.765 0.123 -0.188 0.096 0.11
H -2.149 -7.362 -0.235 -0.004 0.103 -0.048 0.11
H -2.279 -4.777 0.966 0.103 -0.176 -0.103 0.03
C -1.258 6.189 -1.684 -0.269 -0.318 0.292 -0.06
C -0.666 5.003 -0.968 0.295 -0.705 -0.001 -0.31
O 0.312 4.390 -1.813 0.192 -0.044 0.019 -0.11
H -0.431 6.848 -1.943 -0.156 0.209 -0.060 0.09
H -1.953 6.680 -0.999 0.104 0.235 -0.074 0.07
H -1.818 5.919 -2.578 0.130 -0.098 -0.082 0.07
H -1.360 4.200 -0.685 -0.465 0.445 -0.016 0.11
H -0.222 5.356 -0.031 0.136 -0.046 -0.037 0.08
H 0.616 3.582 -1.366 -0.016 0.377 -0.107 0.02
C 5.671 3.620 -1.747 0.231 -0.861 0.165 -0.09
O 4.583 2.910 -2.315 0.127 0.036 0.087 -0.21
C 3.632 3.768 -2.920 -0.321 0.007 0.897 -0.21
C 2.528 2.917 -3.477 0.259 0.592 -0.667 -0.22
N 3.030 2.071 -4.549 -0.261 -0.562 0.078 -0.03
C 1.961 1.233 -5.040 -0.951 0.320 -0.106 -0.23
C 2.370 0.272 -6.133 0.410 -0.691 0.796 -0.21
O 1.211 -0.354 -6.648 -0.117 0.429 0.045 -0.22
C 1.388 -0.898 -7.929 -0.184 0.058 -0.502 -0.11
H 6.384 2.870 -1.390 -0.021 0.004 -0.180 0.08
H 5.386 4.172 -0.846 -0.156 0.382 -0.336 0.08
H 6.170 4.218 -2.514 -0.076 0.310 0.224 0.09
H 4.100 4.399 -3.681 -0.018 -0.111 -0.131 0.13
H 3.168 4.417 -2.162 0.218 0.119 -0.025 0.12
H 1.794 3.615 -3.890 -0.129 -0.152 -0.030 0.12
H 2.016 2.362 -2.674 0.183 -0.101 0.044 0.10
H 3.759 1.472 -4.173 0.120 0.277 -0.009 0.08
H 1.166 1.869 -5.442 0.268 0.176 -0.156 0.10
H 1.424 0.703 -4.223 0.314 -0.258 -0.049 0.10
H 2.988 -0.530 -5.690 0.257 0.200 -0.167 0.12
H 2.976 0.795 -6.878 -0.263 -0.011 -0.192 0.13
H 2.114 -1.717 -7.956 0.012 -0.011 0.118 0.09
H 1.694 -0.135 -8.655 0.134 0.019 0.112 0.10
H 0.414 -1.258 -8.258 0.038 -0.182 0.045 0.07
```
Forces are in eV/Å.